Density functional theory data (ωB97M-V/def2-TZVPD) for a structure of composition C7H11N.

Element x y z (Å)
C1 -2.73 -0.01 -0.48
C2 -1.80 0.16 0.50
C3 -0.38 0.03 0.17
C4 0.49 1.32 0.03
C5 1.84 0.63 -0.41
C6 1.40 -0.84 -0.24
C7 0.59 -0.81 1.02
H1 -3.83 0.05 -0.43
H2 -2.34 -0.16 -1.49
H3 -2.07 0.27 1.57
H4 0.67 1.81 1.02
H5 0.19 2.15 -0.67
H6 2.05 0.81 -1.51
H7 2.75 0.79 0.22
H8 2.14 -1.59 -0.34
H9 0.97 -0.40 1.93
H10 0.25 -1.81 1.31
H11 -0.31 -1.65 -1.16
N1 0.12 -0.73 -1.04

The calculation puts the HOMO energy at -0.327 Eh. The spin multiplicity is 1. The largest force on an atom is 2.78 eV Å⁻¹. The value obtained for the energy above the lowest of the compared OMol25 structures with the same formula, charge and spin is 59.9 kcal/mol. For the lowest unoccupied orbital energy, the calculation gives 0.0393 Ha.